# 1
Entry from OMol25: a cluster of 2 separate species, C2H3Cl3O2S2 in total at a distorted geometry (the ωB97M-V functional and the def2-TZVPD basis).

- E_HOMO (alpha / beta) (eV) = -8.750 / -8.754
- relative energy (zero: lowest compared OMol25 entry of this formula, charge and spin) (eV) = 0.678
- 2S+1 = 1
- frontier orbital gap (alpha / beta) (eV) = 6.09 / 6.11
- E_LUMO (alpha / beta) (eV) = -2.658 / -2.644

Geometry (Å):
C: 0.432713 -1.410440 1.842496
C: -0.711010 1.436405 -2.081497
O: -0.684466 0.822780 0.698252
O: 1.726960 0.382693 0.309245
S: -0.104676 -1.266708 -1.119709
S: 0.403413 -0.185942 0.457649
Cl: 0.624096 2.303652 -1.434918
Cl: -0.770244 1.089424 -3.714955
Cl: -2.172136 1.544834 -1.310511
H: -0.338240 -2.010250 1.795253
H: 1.455540 -1.888906 1.828624
H: 0.138049 -0.817541 2.730069

Forces on the atoms, in the same order (eV/Å):
4.0313 4.1447 0.2913
0.8406 0.0408 0.8974
1.9540 -2.0141 0.6997
0.1050 -0.3434 0.4235
-0.2202 0.6754 -0.9109
-1.5905 0.8370 1.1993
-1.1439 -0.5167 -1.0995
0.4024 -0.1012 -0.3330
-0.4012 0.2607 -0.2039
-3.7277 -3.5774 -1.0921
-1.3416 0.5807 0.2891
1.0918 0.0135 -0.1610

# 2
Entry from OMol25: a structure of composition C14H36HgN2O4 at a distorted geometry (the ωB97M-V functional and the def2-TZVPD basis).

- E_HOMO (alpha / beta) (eV) = 0.414 / -4.596
- 2S+1 = 2
- net charge = -1
- frontier orbital gap (alpha / beta) (eV) = 2.52 / 7.45
- E_LUMO (alpha / beta) (eV) = 2.935 / 2.852

Geometry (Å):
Hg: 4.977990 -10.217370 21.295110
C: 3.999530 -14.096630 23.494830
C: 3.993510 -13.679120 22.048470
C: 2.784130 -14.092260 21.186280
O: 4.256520 -12.345760 21.856510
H: 3.066540 -13.687550 23.882490
H: 4.844050 -13.735790 24.081920
H: 3.946030 -15.185280 23.485980
H: 4.741810 -14.338950 21.609420
H: 2.710450 -15.179750 21.191420
H: 2.733430 -13.799220 20.137630
H: 1.838060 -13.802380 21.643470
C: 4.896510 -7.219920 24.640240
C: 5.623080 -8.568580 24.373110
C: 5.245440 -9.715530 25.390130
O: 5.694110 -8.971460 23.087280
H: 3.847540 -7.247880 24.345320
H: 5.401760 -6.502950 23.993120
H: 5.063430 -6.890550 25.665790
H: 6.666970 -8.413780 24.645940
H: 5.464380 -10.726180 25.045500
H: 4.156500 -9.685530 25.427750
H: 5.768400 -9.664390 26.345110
C: 2.319280 -11.088880 17.923340
C: 2.983860 -10.301810 18.973550
C: 2.238430 -10.156960 20.239610
O: 2.883690 -9.353980 21.246000
C: 2.144700 -8.928910 22.421840
N: 4.242800 -11.023330 19.102550
H: 2.751970 -11.268500 16.939160
H: 1.387060 -10.596670 17.646220
H: 2.090020 -12.078830 18.317730
H: 3.118500 -9.283680 18.608330
H: 2.082950 -11.182410 20.574850
H: 1.257790 -9.686620 20.167210
H: 1.368820 -9.636340 22.714530
H: 1.663950 -7.977850 22.192790
H: 2.857920 -8.845810 23.241910
H: 3.987420 -11.899730 19.534770
H: 4.604820 -11.309370 18.204090
C: 9.100980 -9.911560 19.329590
C: 7.841700 -9.766740 20.113670
C: 6.965980 -8.626730 19.507100
O: 5.878780 -8.488030 20.279210
C: 5.299780 -7.217180 20.319790
N: 7.068580 -11.024880 20.071020
H: 8.839730 -9.716750 18.289450
H: 9.510040 -10.917600 19.236630
H: 9.877630 -9.210350 19.634910
H: 8.128530 -9.318870 21.065110
H: 6.592160 -8.882100 18.515560
H: 7.665570 -7.805720 19.350170
H: 5.893140 -6.396860 20.723640
H: 4.454950 -7.252250 21.007640
H: 4.973940 -6.766800 19.382200
H: 7.780500 -11.730570 20.194640
H: 6.622020 -11.136870 19.172060

Forces on the atoms, in the same order (eV/Å):
1.0643 -2.4571 2.2511
-1.5149 -0.1488 -0.1885
1.0205 0.8982 -2.0289
-1.0297 -1.0177 1.3518
-0.2178 0.7506 0.1425
-0.0557 -0.0567 0.7130
0.0271 0.0426 -0.3723
0.0068 -0.1930 0.5100
1.1164 -0.0230 -0.4524
0.0635 -0.4016 -0.1471
0.6627 0.3624 0.1212
-0.2333 0.4906 0.1234
0.7620 -0.7150 -0.5915
1.2277 -1.2459 1.3234
-0.7965 0.3180 -0.9513
-0.9401 -0.0088 -1.7544
-0.1489 -0.0045 0.2896
-0.1019 0.1683 -0.0947
-0.3572 -0.0635 0.1443
0.6232 0.7511 0.4315
0.2847 0.1949 -0.6616
-0.2680 -0.1865 0.8227
-0.4437 0.5571 0.2860
-3.3250 -0.3553 -0.8478
1.6830 1.1268 -2.0706
-1.7396 -0.5339 1.7577
-0.2536 0.1605 -0.0132
0.0803 -0.5146 -0.8342
0.2836 0.5566 2.0139
1.0172 0.4354 0.4273
-0.6731 -0.1453 0.0301
-0.2309 -0.1493 0.0127
0.6849 0.1557 -0.2381
-0.0632 -0.1246 0.8040
-0.2264 -0.1386 -0.9045
0.0791 -0.2813 -0.1810
0.0796 0.1417 0.0843
0.0588 0.0844 -0.2571
0.2251 -0.5685 0.5843
0.4364 0.4367 -0.7800
0.6026 0.2758 -1.5758
-0.7949 0.8824 -1.1967
2.5879 -2.0199 -1.8621
-1.0460 2.8704 1.0196
-1.0302 1.4801 0.7690
0.7633 0.9589 1.5940
0.2046 0.2941 -0.3345
0.0336 -0.1009 0.6966
0.1026 -0.0100 -0.0250
-0.6337 -1.0259 0.8338
0.4233 -0.3661 -0.5607
-0.4351 0.8128 0.5264
0.9832 -0.4660 0.3620
-0.0939 -0.2945 -0.2028
-0.1609 -0.8456 -0.6167
-0.4885 -0.7045 0.1132
0.1150 -0.0394 -0.3958

# 3
Entry from OMol25: a structure of composition C3H3CaLiO3 at a distorted geometry (the ωB97M-V functional and the def2-TZVPD basis).

- E_HOMO (alpha / beta) (eV) = -23.302 / -24.610
- relative energy (zero: lowest compared OMol25 entry of this formula, charge and spin) (eV) = 0.265
- 2S+1 = 2
- net charge = +3
- frontier orbital gap (alpha / beta) (eV) = 10.88 / 9.44
- E_LUMO (alpha / beta) (eV) = -12.421 / -15.170

Geometry (Å):
O: 0.477865 0.808837 0.186784
C: -0.039619 -0.307439 0.188834
C: -2.328983 1.747435 -0.064017
O: 0.577450 -1.380952 0.001470
O: -1.415876 -0.465186 0.289313
C: -2.319452 0.343785 -0.174450
Ca: 2.573114 -0.098540 -0.121706
H: -3.049395 2.279216 -0.687823
H: -1.706792 2.294846 0.643091
H: -3.101879 -0.181892 -0.727062
Li: -0.161714 -3.178389 -0.143207

Forces on the atoms, in the same order (eV/Å):
-0.0155 -0.1860 0.1331
-0.3428 1.2780 -0.2512
-0.1231 0.0205 0.0695
0.3151 -0.8313 0.2109
0.5373 -1.2784 0.0401
-0.6108 1.0143 -0.6870
0.5576 0.3802 0.0319
0.0939 0.0371 0.1486
-0.0452 -0.0875 -0.1437
-0.2148 0.1024 0.3925
-0.1517 -0.4492 0.0554

# 4
Entry from OMol25: the molecule C6H13NO at a distorted geometry (the ωB97M-V functional and the def2-TZVPD basis).

- E_HOMO (eV) = -8.474
- relative energy (zero: lowest compared OMol25 entry of this formula, charge and spin) (eV) = 3.664
- SMILES = C=CC[C@H](CO)NC
- 2S+1 = 1
- frontier orbital gap (eV) = 9.34
- E_LUMO (eV) = 0.866

Geometry (Å):
C: -2.145057 -0.104542 2.203295
C: -1.178758 0.679971 1.710247
C: 0.183463 0.094681 1.363327
C: 0.211044 -0.240382 -0.102014
C: 1.637381 -0.928196 -0.385120
O: 1.294234 -2.120171 -0.979373
N: -0.281652 0.926104 -0.878293
C: -0.118965 0.992633 -2.297281
H: -3.057510 0.159587 2.585791
H: -2.095297 -1.149409 2.106511
H: -1.380094 1.732521 1.508842
H: 0.796663 0.908482 1.689540
H: 0.449459 -0.797900 2.060308
H: -0.492692 -1.004379 -0.381472
H: 2.076726 -1.039514 0.691113
H: 2.393065 -0.214240 -0.866877
H: 1.916074 -2.621562 -1.443720
H: 0.100990 1.714699 -0.408904
H: 0.364798 2.004245 -2.596164
H: 0.361709 0.122335 -2.798139
H: -1.035586 0.885032 -2.781617

Forces on the atoms, in the same order (eV/Å):
1.8787 0.5683 -1.2226
-1.1025 -1.2342 0.7286
-1.9225 -0.6444 1.4368
1.4949 0.1017 -1.1873
0.3381 2.4857 2.0843
-1.6807 -0.0314 0.1885
0.9251 -0.8199 1.5293
1.9041 0.7493 -0.9858
-2.1713 1.3938 0.5387
0.8003 -1.4604 0.3564
0.3067 -0.1086 0.4373
1.4082 0.3622 -0.3865
-0.6807 1.4061 -1.4178
-0.2700 -0.7460 0.5273
-0.4405 -0.3860 -1.8042
-1.1094 -1.1588 -0.1723
1.9802 -0.6575 -0.8061
0.2648 0.9287 -0.1246
-0.6934 -1.8836 0.2078
0.8229 0.5566 0.8011
-2.0531 0.5784 -0.7290

# 5
Entry from OMol25: a cluster of 5 separate species, C28H65N5 in total at a distorted geometry (the ωB97M-V functional and the def2-TZVPD basis).

- E_HOMO (eV) = -7.959
- relative energy (zero: lowest compared OMol25 entry of this formula, charge and spin) (eV) = 2.642
- SMILES = c1cc[nH]c1.CCN(CC)CC.CCN(CC)CC.CCN(CC)CC.CCN(CC)CC
- 2S+1 = 1
- frontier orbital gap (eV) = 8.64
- E_LUMO (eV) = 0.683

Geometry (Å):
C: -4.986360 17.183920 10.862250
C: -4.444130 18.515730 10.755390
C: -3.082720 18.360550 11.100010
N: -2.846500 17.014880 11.496870
C: -4.019840 16.323220 11.437070
H: -6.056260 17.065730 10.774240
H: -5.018230 19.343160 10.365330
H: -2.325170 19.128600 11.048810
H: -1.973690 16.592550 11.779600
H: -3.966640 15.292890 11.756410
C: 0.689960 17.865790 11.729340
C: 0.794920 17.619020 13.208000
N: -0.339170 16.881770 13.793480
C: -0.491610 17.261540 15.211240
C: -1.377200 18.531370 15.380020
C: -0.228240 15.430080 13.547620
C: -1.522930 14.678380 13.915430
H: 1.544210 18.530440 11.600520
H: -0.197530 18.433300 11.449360
H: 0.739530 17.106100 10.949270
H: 1.782350 17.194920 13.390240
H: 0.861180 18.610760 13.655380
H: 0.488230 17.154580 15.676630
H: -1.132710 16.486980 15.632130
H: -1.753730 18.703200 16.388390
H: -2.214630 18.460010 14.685960
H: -0.896360 19.464520 15.086550
H: -0.203760 15.040880 12.529770
H: 0.535230 15.012920 14.204280
H: -2.397080 15.233740 13.575510
H: -1.530330 13.667920 13.506760
H: -1.716140 14.711900 14.987640
C: -7.838870 14.597560 12.136270
C: -6.954820 13.734510 11.237660
N: -7.231140 12.361250 11.576140
C: -8.566630 11.947200 11.233670
C: -8.970330 10.801280 12.149460
C: -6.278610 11.513670 10.885440
C: -4.828310 11.814370 11.290030
H: -7.708090 14.364940 13.193100
H: -8.913590 14.580250 11.955250
H: -7.550410 15.647430 12.084660
H: -7.093020 13.809820 10.159080
H: -5.935270 14.114010 11.305500
H: -9.407930 12.627730 11.364720
H: -8.698230 11.696490 10.181080
H: -9.989910 10.498640 11.910820
H: -8.448830 9.872950 11.916350
H: -8.901500 11.106180 13.193690
H: -6.463820 11.497670 9.811410
H: -6.529640 10.486070 11.148350
H: -4.363370 12.751480 10.983830
H: -4.189190 10.992970 10.966090
H: -4.992270 11.864380 12.366460
C: -0.895030 19.333280 7.667450
C: -0.173520 18.005060 7.897620
N: 0.445500 17.477780 6.657640
C: -0.456080 17.225700 5.526570
C: -1.618100 16.256810 5.950170
C: 1.472150 16.348800 6.855650
C: 2.538310 16.516750 7.901950
H: -1.185800 19.752810 8.630540
H: -1.757490 19.269080 7.004030
H: -0.098700 19.935770 7.230460
H: 0.641330 18.286460 8.564660
H: -0.783770 17.288550 8.447440
H: -0.876490 18.171190 5.183930
H: 0.095750 16.854790 4.662850
H: -2.287970 16.686490 6.694990
H: -2.185070 15.939410 5.075010
H: -1.245450 15.328190 6.382490
H: 1.989790 16.183960 5.910670
H: 0.922410 15.476860 7.210040
H: 2.102060 16.796140 8.860980
H: 3.348030 17.139940 7.522360
H: 3.055410 15.593980 8.165010
C: -8.560710 19.272560 6.510340
C: -9.625100 18.754490 7.569920
N: -9.823340 19.784930 8.632170
C: -8.716920 20.339330 9.500760
C: -7.852960 19.200760 10.197640
C: -10.985900 19.349990 9.463780
C: -11.771420 20.592450 9.863500
H: -8.758870 18.793410 5.551560
H: -7.537230 19.032260 6.798150
H: -8.630630 20.337830 6.290320
H: -10.601890 18.707860 7.088460
H: -9.169580 17.846550 7.965210
H: -7.999010 20.910730 8.912370
H: -9.155350 20.901880 10.325030
H: -7.111370 19.808830 10.715710
H: -8.469380 18.539230 10.806320
H: -7.371570 18.539310 9.477320
H: -10.684910 18.907730 10.413470
H: -11.610500 18.582200 9.007180
H: -12.528720 20.499740 10.641960
H: -12.296560 20.924870 8.968060
H: -11.106950 21.411570 10.138480

Forces on the atoms, in the same order (eV/Å):
0.2398 0.1422 1.6116
2.0473 -2.6872 0.2346
-1.0335 -0.5310 -0.1039
-0.8837 2.2953 -0.6437
-0.5422 1.1822 -1.3312
0.1039 -0.6779 -0.0821
0.5314 0.1373 0.1660
0.2163 -0.3720 0.2218
-0.0193 0.5664 0.1529
-0.5616 0.0062 -0.1869
0.1451 1.1468 -0.7563
-0.8123 -0.4631 -0.1322
0.6598 0.3155 -1.1019
-1.6071 -0.9378 -0.6096
0.9132 0.2704 -0.5042
-1.6378 -0.5017 1.3727
-0.5741 0.9763 0.9366
0.0648 0.1313 -0.8001
-0.1061 0.1957 0.3236
0.2869 -0.6865 0.6154
0.1497 -0.6301 0.3990
-0.3389 -0.0009 0.2065
0.0406 0.7158 0.5546
0.2713 -0.1570 0.2934
0.1109 -0.3646 0.0616
-0.1145 -0.3449 0.1452
0.3795 -0.0045 0.0166
1.3147 1.2090 -0.4726
0.6711 -0.2661 -0.4280
-0.0204 -0.0535 -0.6293
-0.0115 0.0240 0.2677
0.2604 -0.7026 0.1445
0.0649 1.2484 -0.0628
-1.2239 0.8198 0.1536
1.2650 0.1821 -0.0863
-1.2206 -0.7495 0.5998
-0.5341 -0.8031 -0.8555
0.0939 -0.5424 -0.2525
-0.9079 -0.4241 0.3133
0.2017 -0.4601 -0.0685
0.1070 -0.2249 -0.2756
0.0331 0.1504 -0.2636
-0.7290 0.7092 -0.4779
0.1823 -0.7746 0.7573
0.7673 0.9608 0.3206
0.4096 -0.3942 -0.4393
-0.3609 0.2804 0.2272
0.5581 0.0973 0.4881
0.1292 -0.2336 -0.1064
0.1416 0.5263 -0.5983
0.3700 -0.1345 0.3174
-0.3807 -0.0321 -0.3429
0.0730 0.0175 0.3357
0.9571 -0.1744 0.3073
0.5866 -0.5242 -0.1157
0.5701 -0.0030 -0.6183
1.7988 -0.2156 0.2721
-0.8406 -0.5828 1.4452
0.5693 0.0382 -0.7560
-1.6954 0.5561 0.2065
0.4999 0.4012 0.3812
-0.1248 0.0436 -0.0889
0.0331 0.0544 0.0603
-0.4107 0.5103 -0.1855
0.1426 -0.2946 0.0409
-0.3164 -0.3560 -0.0347
-0.1100 0.1039 0.1386
0.1690 -0.2790 0.2390
-0.0014 0.2249 -0.1722
-0.2445 0.1951 -0.0154
0.2949 0.0412 0.0528
-0.5271 -0.1802 -0.1813
-0.2214 -0.5512 -0.6007
0.2864 0.6511 -0.0454
-0.1898 0.6431 0.5343
-0.2931 -0.4766 -0.4881
-0.9432 -0.4432 0.2134
2.4750 2.7704 -0.2030
-1.0932 -0.3409 0.6033
0.0212 -3.2915 -0.6386
-0.8064 1.1459 -0.9750
0.7090 1.0901 1.1783
-0.6492 0.4371 -0.9388
0.1161 -0.2704 -0.0035
-0.0384 0.0403 0.1074
-0.1483 0.0916 0.3956
0.2250 -0.6873 0.1007
-0.7095 -0.5971 0.0143
-0.4196 0.3462 -0.0847
-0.0436 0.3026 -0.4712
0.1319 -0.7333 0.5709
0.1595 0.3516 0.4673
0.1916 0.2709 -0.2062
0.5237 -0.4588 0.1256
0.1141 0.2831 -0.4520
0.1470 -0.4280 0.1361
-0.1053 0.2723 -0.0270
0.0265 -0.1295 0.0856

Number 1: energy -65451.3175 eV. Number 2: energy -30440.1417 eV. Number 3: energy -27915.8507 eV. Number 4: energy -9967.5102 eV. Number 5: energy -37536.3354 eV.